--- P ---
The following is a DFT calculation (wB97M-V/def2-TZVPD) of one molecule with the formula C2H6N2S2.

Calculated values
HOMO-LUMO gap = 6.568 eV

Atoms and positions in Å:
S1 0.401 -0.034 1.309
S2 -0.442 0.239 -0.760
N1 0.174 -2.151 -0.277
N2 0.615 1.468 -0.199
C1 0.068 2.472 0.354
C2 -0.390 -1.137 0.390
H1 0.535 -0.546 -1.235
H2 -1.011 2.604 0.495
H3 0.724 3.261 0.715
H4 -0.373 -2.796 -0.827
H5 1.175 -2.277 -0.234
H6 -1.476 -1.103 0.269

Löwdin population analysis, charges in e, atoms 1 to 4:
1. S 0.642
2. S 0.931
3. N -0.049
4. N -0.513

***

--- Q ---
The following is a DFT calculation (wB97M-V/def2-TZVPD) of one molecule with the formula C2H6N2S2.

Calculated values
HOMO-LUMO gap = 9.304 eV
SMILES = CSC(=S)NN

Atoms and positions in Å:
S1 -0.491 1.508 0.001
S2 1.268 -0.928 -0.004
N1 -1.309 -0.971 -0.031
N2 -2.608 -0.540 -0.026
C1 -0.272 -0.132 -0.074
C2 2.500 0.358 0.029
H1 2.387 0.925 0.986
H2 -1.155 -1.947 0.051
H3 -2.574 0.402 -0.451
H4 3.443 -0.108 0.048
H5 -2.907 -0.315 0.938
H6 2.438 0.973 -0.865

Löwdin population analysis, charges in e, atoms 1 to 4:
1. S 0.609
2. S 0.848
3. N -0.202
4. N -0.007

***

--- R ---
The following is a DFT calculation (wB97M-V/def2-TZVPD) of C2H6N2S2 as an isolated structure.

Calculated values
HOMO-LUMO gap = 7.996 eV

Atoms and positions in Å:
S1 0.971 -2.284 -0.536
S2 -1.118 -1.829 1.731
N1 -0.594 -0.555 0.868
N2 -0.177 1.548 -0.435
C1 0.532 0.389 -0.948
C2 0.195 -0.832 -0.180
H1 0.332 2.358 -0.451
H2 0.304 0.104 -1.998
H3 -1.058 0.421 0.875
H4 0.086 -1.588 2.995
H5 -1.098 1.636 -0.886
H6 1.625 0.632 -1.036

Löwdin population analysis, charges in e, atoms 1 to 4:
1. S 0.573
2. S 0.647
3. N -0.546
4. N -0.007

***

Q (136.9 kJ/mol below the next structure)

***

--- P ---
The following is a DFT calculation (wB97M-V/def2-TZVPD) of one molecule with the formula C6H9N3O2.

Calculated values
HOMO-LUMO gap = 9.494 eV
SMILES = N[C@@H](Cc1c[nH]cn1)C(=O)O

Atoms and positions in Å:
O1 -2.477 0.680 -0.943
O2 -0.946 2.270 -1.166
N1 0.929 0.413 -2.066
N2 1.395 -0.215 2.589
N3 -0.557 0.079 1.607
C1 0.247 -0.734 0.779
C2 1.434 -0.910 1.429
C3 -0.222 -1.204 -0.548
C4 -1.260 1.099 -1.167
C5 0.167 0.354 2.656
C6 -0.395 -0.069 -1.638
H1 2.161 -0.269 3.297
H2 0.552 -1.908 -0.945
H3 -0.966 -0.599 -2.450
H4 1.049 1.315 -1.702
H5 -0.110 1.071 3.430
H6 -1.182 -1.774 -0.478
H7 0.926 0.498 -3.110
H8 -3.052 1.416 -0.705
H9 2.308 -1.516 1.130

Löwdin population analysis, charges in e, atoms 1 to 4:
1. O 0.129
2. O 0.095
3. N 0.056
4. N 0.034

***

--- Q ---
The following is a DFT calculation (wB97M-V/def2-TZVPD) of one molecule with the formula C6H9N3O2.

Calculated values
HOMO-LUMO gap = 8.786 eV
SMILES = CN[C@]1([N+](=O)[O-])CC=CC=N1

Atoms and positions in Å:
O1 2.378 -1.522 0.195
O2 2.725 0.562 -0.029
N1 0.037 0.245 -1.214
N2 2.002 -0.418 0.073
N3 -0.152 -1.476 0.369
C1 -1.312 2.073 -0.331
C2 0.158 0.859 1.369
C3 -0.796 1.212 -1.339
C4 -0.383 -2.286 -0.804
C5 0.377 -0.239 0.091
C6 -0.673 2.009 0.927
H1 1.180 1.147 1.841
H2 -1.051 1.380 -2.334
H3 -1.370 -2.757 -0.674
H4 -0.302 0.216 2.188
H5 -0.373 -1.558 -1.631
H6 0.179 -2.031 1.072
H7 0.293 -3.108 -1.069
H8 -0.786 2.803 1.661
H9 -2.132 2.889 -0.359

Löwdin population analysis, charges in e, atoms 1 to 4:
1. O 0.094
2. O 0.045
3. N 0.094
4. N -0.356

***

P (548.5 kJ/mol below the next structure)

***

--- P ---
The following is a DFT calculation (wB97M-V/def2-TZVPD) of an isolated ion of composition C3H6IN2 and charge +1.

Calculated values
HOMO-LUMO gap = 8.560 eV
SMILES = C/C=N\C=[NH+]\I
Charge = +1

Atoms and positions in Å:
I1 -4.216 -0.287 -0.139
N1 -2.187 -0.353 -0.325
N2 0.013 -0.580 0.577
C1 1.208 -0.468 0.111
C2 1.853 0.759 -0.286
C3 -1.274 -0.383 0.688
H1 -1.784 -0.355 -1.338
H2 2.898 0.635 -0.753
H3 1.299 1.351 -0.995
H4 1.816 -1.272 0.197
H5 2.045 1.405 0.524
H6 -1.671 -0.452 1.739

Löwdin population analysis, charges in e, atoms 1 to 4:
1. I 0.940
2. N -0.493
3. N 0.148
4. C -0.063

***

--- Q ---
The following is a DFT calculation (wB97M-V/def2-TZVPD) of a 2-piece molecular cluster, C3H6IN2 overall.

Calculated values
HOMO-LUMO gap = 8.790 eV
Charge = +1

Atoms and positions in Å:
I1 2.234 2.050 3.796
N1 -1.077 1.195 -1.130
N2 -0.373 -1.735 0.583
C1 0.798 -0.660 -1.416
C2 -0.128 -0.923 -0.365
C3 -0.336 0.155 -1.221
H1 1.824 -0.808 -1.851
H2 -1.865 0.909 -0.496
H3 0.354 -2.284 0.932
H4 1.195 2.193 2.392
H5 -1.353 -1.871 0.771
H6 -1.273 1.779 -1.995

Löwdin population analysis, charges in e, atoms 1 to 4:
1. I 0.278
2. N 0.193
3. N 0.231
4. C 0.241

***

P (70.1 kJ/mol below the next structure)

***

--- P ---
The following is a DFT calculation (wB97M-V/def2-TZVPD) of a 8-piece molecular cluster, C36H54N8O13 overall.

Calculated values
HOMO-LUMO gap = 4.726 eV

Atoms and positions in Å:
O1 -0.336 -0.676 -0.180
O2 -1.188 -4.846 0.007
O3 -1.980 0.680 -0.021
O4 0.319 -6.258 -1.175
O5 3.149 -2.447 5.555
O6 -0.687 0.471 1.596
O7 1.465 -3.774 -8.330
O8 0.161 2.707 -4.668
O9 3.060 -1.903 7.617
O10 -6.064 0.759 1.903
O11 1.889 -5.408 -6.902
O12 -3.639 2.363 4.240
O13 1.962 2.199 1.204
N1 1.377 -4.182 -7.140
N2 -6.030 1.663 -0.170
N3 -0.940 0.261 0.394
N4 -1.775 3.483 3.800
N5 2.516 1.828 0.125
N6 -1.788 1.649 -5.073
N7 -0.078 -5.592 -0.095
N8 2.562 -1.967 6.507
C1 2.218 1.742 -2.386
C2 1.291 -1.230 6.299
C3 -0.578 3.693 2.831
C4 0.492 -2.078 -6.073
C5 -0.560 0.327 7.196
C6 -0.010 -1.261 -4.787
C7 0.751 -0.427 7.492
C8 3.406 3.793 -1.093
C9 4.854 0.863 0.507
C10 -1.298 0.272 6.067
C11 0.728 -3.535 -6.079
C12 0.809 -5.384 0.934
C13 0.824 3.230 -0.937
C14 -0.715 2.366 -5.427
C15 2.809 -0.391 1.187
C16 -2.560 2.431 3.551
C17 -2.049 1.197 -3.669
C18 -0.356 -1.948 -3.617
C19 -0.797 -0.513 4.872
C20 -2.599 0.852 -5.961
C21 -7.445 1.747 -0.267
C22 3.380 0.566 0.123
C23 1.682 -6.558 1.419
C24 -1.941 4.601 4.693
C25 3.392 0.764 -2.563
C26 -5.434 1.058 0.924
C27 -5.247 1.893 -1.388
C28 0.507 -1.305 5.002
C29 0.672 -4.180 -4.539
C30 2.136 -3.780 2.630
C31 2.921 -4.843 3.029
C32 3.321 -0.142 -1.248
C33 1.070 -4.032 1.597
C34 2.723 -6.299 2.533
C35 2.281 2.614 -1.050
C36 -0.171 -3.433 -3.528
H1 -2.318 0.719 5.973
H2 -5.228 1.079 -2.279
H3 -2.462 4.479 5.595
H4 4.065 -1.053 -1.308
H5 1.750 -0.819 1.039
H6 0.337 3.600 3.210
H7 3.295 4.600 -1.767
H8 -2.386 -0.235 -6.042
H9 -1.476 1.470 -2.782
H10 0.851 3.983 -0.296
H11 2.901 0.142 1.917
H12 -0.629 3.032 2.029
H13 1.637 -7.441 0.847
H14 0.299 -3.173 1.253
H15 -4.308 1.147 1.013
H16 -0.602 2.598 -6.477
H17 -2.080 0.066 -3.557
H18 -0.684 -1.292 -2.761
H19 5.511 -0.090 0.516
H20 -1.456 -0.560 4.015
H21 1.313 1.181 -2.615
H22 0.819 -1.757 4.175
H23 -7.930 2.466 0.474
H24 3.544 -7.101 2.918
H25 4.901 1.253 1.607
H26 -4.355 2.301 -1.218
H27 -2.372 1.590 2.826
H28 2.373 -2.814 3.094
H29 -3.069 1.245 -3.334
H30 -2.659 1.244 -6.994
H31 1.281 -0.482 8.552
H32 5.275 1.508 -0.179
H33 0.596 -1.667 -6.981
H34 4.312 3.445 -1.181
H35 3.256 0.228 -3.480
H36 2.432 -0.744 -1.322
H37 -0.049 2.491 -0.816
H38 -0.856 4.766 2.512
H39 -0.931 0.855 8.090
H40 -0.068 -0.138 -4.649
H41 -0.912 5.118 4.859
H42 -7.669 2.541 -1.053
H43 -8.084 0.671 -0.279
H44 0.878 -5.115 -4.252
H45 0.747 3.829 -1.829
H46 -2.463 5.419 4.283
H47 4.260 1.488 -2.469
H48 0.024 -3.999 -2.628
H49 2.289 2.127 -3.296
H50 -5.552 2.815 -1.682
H51 3.630 -1.212 1.255
H52 3.568 -4.646 3.978
H53 3.573 4.293 -0.146
H54 -3.622 0.924 -5.803

Löwdin population analysis, charges in e, atoms 1 to 4:
1. O -0.070
2. O 0.020
3. O -0.011
4. O 0.011

***

--- Q ---
The following is a DFT calculation (wB97M-V/def2-TZVPD) of a 8-piece molecular cluster, C36H54N8O13 overall.

Calculated values
HOMO-LUMO gap = 4.006 eV

Atoms and positions in Å:
O1 1.548 -8.440 1.012
O2 -5.250 5.340 0.157
O3 -0.202 -1.507 -0.260
O4 -6.704 3.658 0.629
O5 0.275 4.473 -2.507
O6 0.559 -0.541 -1.985
O7 5.939 -0.245 -0.493
O8 1.733 5.808 -1.780
O9 -4.994 -4.185 -2.564
O10 -4.659 -3.028 0.838
O11 0.212 1.484 3.649
O12 -0.723 -9.097 0.811
O13 0.281 0.593 -0.243
N1 4.877 -1.820 0.570
N2 -3.329 -3.035 -3.595
N3 0.883 2.180 2.812
N4 0.312 -0.475 -0.821
N5 -5.624 4.121 0.186
N6 0.357 -8.345 0.563
N7 1.438 4.745 -2.245
N8 -3.721 -1.572 2.301
C1 0.582 -4.691 -0.739
C2 2.243 4.213 1.241
C3 4.495 -2.581 1.816
C4 -4.904 1.660 -0.595
C5 0.141 3.373 2.405
C6 2.341 2.102 2.812
C7 4.619 1.883 -3.551
C8 -2.547 1.273 -1.594
C9 -0.880 -4.521 -1.339
C10 -3.931 0.686 -0.997
C11 -3.020 -3.987 -4.656
C12 -2.397 2.581 -1.794
C13 -2.393 -1.450 1.739
C14 0.993 -5.955 -0.073
C15 0.840 3.894 1.139
C16 -1.421 -6.869 -0.770
C17 -0.040 4.442 3.562
C18 -4.773 -2.252 1.763
C19 -4.276 -3.206 -2.548
C20 2.824 2.882 1.532
C21 2.242 2.346 -2.534
C22 3.411 1.370 -2.838
C23 -4.007 -0.737 3.458
C24 5.781 -0.898 0.521
C25 4.812 3.307 -3.611
C26 0.014 -7.090 -0.046
C27 -3.301 3.669 -1.255
C28 3.751 4.441 -3.222
C29 -4.607 3.178 -0.428
C30 -1.776 -5.662 -1.467
C31 2.899 2.806 4.095
C32 2.761 0.701 2.880
C33 2.421 3.831 -2.618
C34 -1.251 2.789 1.923
C35 4.053 -2.181 -0.655
C36 -2.307 -2.004 -3.453
H1 0.799 4.988 3.657
H2 3.958 5.572 -3.216
H3 -0.247 3.641 4.317
H4 3.316 0.381 -2.615
H5 -1.687 -1.826 -2.445
H6 3.902 3.177 1.666
H7 -3.007 -3.199 -5.576
H8 2.563 4.878 1.958
H9 2.348 3.801 4.284
H10 5.456 1.192 -3.846
H11 3.807 -3.053 -0.772
H12 -1.932 3.571 1.562
H13 5.792 3.627 -3.881
H14 5.105 -2.320 2.847
H15 -1.205 2.112 1.120
H16 -2.300 -1.330 0.590
H17 0.738 3.131 0.206
H18 -1.849 2.505 2.706
H19 2.893 2.111 0.789
H20 2.359 2.534 5.057
H21 0.376 4.688 0.652
H22 3.941 0.706 2.464
H23 1.880 -6.066 0.416
H24 -1.900 0.453 -1.739
H25 3.949 2.789 4.194
H26 2.457 0.232 2.190
H27 -5.748 1.389 -0.067
H28 -4.369 -2.464 -1.696
H29 4.555 -2.003 -1.500
H30 -1.139 -3.692 -1.820
H31 -4.083 -0.534 -1.064
H32 -1.457 -2.107 -4.179
H33 3.536 -2.156 2.010
H34 4.354 -3.596 1.595
H35 1.344 1.993 -2.138
H36 -5.706 -2.209 2.208
H37 2.624 4.707 0.318
H38 -2.184 -4.661 -4.456
H39 -2.655 -5.557 -1.820
H40 -3.223 -0.662 4.248
H41 -1.038 5.105 3.350
H42 6.110 -0.707 1.562
H43 -4.051 0.328 2.947
H44 -1.424 3.059 -2.259
H45 2.469 0.275 3.705
H46 -1.842 -0.676 2.063
H47 -3.856 -4.738 -4.722
H48 -1.661 -2.430 1.747
H49 -2.796 -1.147 -3.741
H50 1.263 -3.958 -0.866
H51 -2.112 -7.611 -0.838
H52 3.036 -1.387 -0.766
H53 -3.050 4.562 -1.444
H54 -5.015 -0.873 3.903

Löwdin population analysis, charges in e, atoms 1 to 4:
1. O 0.026
2. O 0.019
3. O -0.091
4. O 0.046

***

P (186.1 kJ/mol below the next structure)